No. 1
Density functional theory data (ωB97M-V with the def2-TZVPD basis set) for C10H11AlF9InNO3 as an isolated structure.

Each line ends with the natural charge from an NBO analysis.
Element x y z (Å)
C -0.8241 -1.2737 -1.3754  -0.45
C 3.3967 0.2407 -1.2400  0.93
H 0.2250 -0.4933 0.5044  0.26
C -1.7754 1.0238 3.1674  -0.54
H -2.2773 1.4975 4.0674  0.28
F 0.2746 -2.9537 -2.6470  -0.30
F 1.1644 -1.0498 -3.9910  -0.29
F 4.6614 -0.0224 -0.8098  -0.28
H -0.5471 -2.1778 3.4579  0.40
F 3.5139 -1.9751 -2.3437  -0.27
F 3.4237 1.5403 -1.7180  -0.31
F 3.4729 -0.1518 -3.5797  -0.30
C -1.7250 -0.5197 3.4491  0.68
H -3.5046 0.7138 1.8387  0.29
O 0.2584 3.3252 -0.6340  -0.35
O 0.8000 2.5520 1.3576  -0.34
H -1.4415 -1.2073 0.7469  0.28
F 1.2574 -2.3367 -0.7153  -0.31
H -2.4796 1.6882 -1.1396  -0.50
H -1.2873 -0.6407 -2.1868  0.15
H -1.5121 -2.1695 -1.2861  0.27
C 2.9374 -0.7344 -2.4272  0.57
C 1.3679 -0.7617 -2.6434  0.59
In -1.6790 1.5325 -2.9417  0.92
H -0.7148 1.4152 3.1698  0.24
O -2.7360 -1.1880 3.5840  -0.57
C -0.8000 -0.5834 0.0551  -0.98
F 0.8870 0.5373 -2.4517  -0.34
H -2.9891 2.4810 2.0503  0.25
C -2.6191 1.4207 1.8973  -0.87
C 0.5831 -1.8684 -1.8223  0.65
C 0.0696 2.6087 0.3151  0.63
Al -1.6000 1.3196 0.1385  1.41
N -0.4444 -1.1625 3.5571  -0.82
H 0.1255 -0.8368 2.7622  0.36
F 2.5377 0.2100 -0.1656  -0.32

Properties
E_tot ... -54398.0281 eV
Charge ... +1

No. 2
Density functional theory data (ωB97M-V with the def2-TZVPD basis set) for C10H11BBr2InO as an isolated structure.

Each line ends with the Mulliken charge.
Element x y z (Å)
C -2.5101 0.1095 -0.4594  0.40
C 2.4737 -0.9052 -0.1290  -0.01
H 1.5579 3.3452 0.6913  0.40
H 4.2048 -0.0330 -1.7386  0.15
B -1.8817 -2.2863 0.8488  0.24
H -2.8468 2.4428 -0.3362  0.32
C -3.4317 1.4706 -0.7039  -0.95
O 0.4782 -1.5153 1.7000  -0.24
C 0.9082 1.0808 1.2982  -0.22
H 0.0049 -3.5350 1.1957  0.33
C 3.0039 1.8147 -0.5937  -0.48
H 3.6377 2.6559 -1.1436  0.33
H 2.6957 -2.0321 -0.3554  0.46
C 1.8035 2.2109 0.4917  -0.42
H 0.0389 1.3442 2.0709  0.43
C -0.2446 -2.4344 0.8074  -0.49
H -2.5169 -3.2633 1.1266  0.07
C 1.2668 -0.5173 0.9608  0.31
In 3.9960 0.8816 -3.0120  0.65
Br -0.9831 -0.1273 -1.7875  0.10
C -2.7490 -0.9078 0.6002  0.10
C 3.3569 0.2351 -0.9487  0.26
H -3.5641 1.6216 -1.8734  0.35
Br -4.3256 -0.6307 1.8652  0.21
H 0.1379 -2.4188 -0.3171  0.30
H -4.5114 1.3938 -0.2584  0.42

Properties
E_tot ... -158482.6483 eV
Charge ... +3

No. 3
Density functional theory data (ωB97M-V with the def2-TZVPD basis set) for C10H11Cl3GeO2PdS4Sb as an isolated structure.

Each line ends with the natural charge from an NBO analysis.
Element x y z (Å)
H -0.1395 -1.0017 9.0272  0.20
H -3.1234 1.3670 4.5574  0.19
H 1.6020 -0.9942 7.1241  0.19
H -1.9134 1.6752 3.2988  0.25
S 1.5896 -1.5634 -4.2041  -0.79
C -1.2231 0.3975 4.8761  0.02
C 2.2365 -1.1200 4.4727  -0.64
H 2.7936 -0.2931 4.0283  0.24
Sb 2.0671 -1.7532 -1.9910  1.33
S 3.0052 -3.5296 -0.9556  -0.84
H 2.8711 -1.6303 5.1978  0.19
Cl -0.0435 3.3228 -2.1865  -0.49
Cl -2.8284 1.4291 -1.7084  -0.51
S 2.5216 0.3206 -0.9675  -0.70
O 0.8115 0.8152 2.2987  -0.72
O -0.5032 -0.9670 2.1596  -0.74
H 0.1113 0.7434 9.0106  0.21
C 0.8115 -0.5981 6.4927  -0.24
Cl -1.6306 3.3357 0.8192  -0.52
C 0.1022 -0.0827 2.8150  0.73
C -0.4839 -0.0667 8.5810  -0.62
H -2.2643 0.7823 6.7106  0.19
Ge -0.8906 1.8973 -0.7298  0.97
C -2.3113 0.9216 3.9816  -0.65
C 0.9789 -0.6021 5.1137  0.01
C -1.3547 0.3941 6.2623  -0.23
C -0.0490 -0.1021 4.3162  -0.06
H -1.5226 0.0921 8.8733  0.20
C -0.3460 -0.0981 7.0795  -0.03
Pd 0.3966 -0.0462 0.1613  0.67
S -0.3608 -1.6919 -1.3558  -0.31
H 2.0051 -1.8148 3.6639  0.24
H -2.7188 0.1204 3.3631  0.24

Properties
⟨S²⟩ ... 3.767
Charge ... -2
Energy relative to the best compared isomer or geometry (same formula, charge and spin) ... 4.33 kJ/mol
2S+1 ... 4

No. 4
Density functional theory data (ωB97M-V with the def2-TZVPD basis set) for C10H11ClF5ScY as an isolated structure.

Each line ends with the Mulliken charge.
Element x y z (Å)
H 1.4147 1.2171 -4.7768  0.26
F 2.2259 -1.2384 4.6642  -0.31
C -2.8628 -1.2653 1.7534  -1.14
H -0.9728 -0.2212 -5.5038  0.24
H 2.9364 0.4426 -4.0151  0.33
H 1.6571 1.2856 -2.9411  0.28
C 1.1054 2.0089 3.4717  0.01
F 0.6298 -1.9874 2.4655  -0.39
C -1.7450 0.9892 -0.2038  -1.05
F 1.2485 3.3218 3.7250  -0.32
Sc 0.8716 -1.2529 -3.7180  0.80
C 1.8623 0.7243 -3.8815  -1.09
Cl 1.9075 -3.1847 -3.1310  -0.48
C 0.1828 0.2999 2.0424  -0.77
H -3.5440 -2.1241 1.6382  0.33
H -2.0317 0.6143 -1.2518  0.24
C 0.3265 1.6337 2.3828  0.38
F -0.3198 2.6239 1.7262  -0.25
C 1.7615 1.0682 4.2455  0.49
H -0.9526 -2.1006 -5.4778  0.35
C -1.0267 -1.1509 -4.8857  -1.10
H -1.8640 -1.1281 -4.1531  0.27
H -2.8159 -0.9811 2.8155  0.21
Y -0.9702 -0.9665 0.4206  0.72
H -0.7119 1.2442 -0.6304  0.14
C 0.7991 -0.6344 2.8345  0.76
H -3.2811 -0.3968 1.2068  0.31
C 1.6241 -0.3019 3.9126  0.12
F 2.5453 1.4606 5.2650  -0.31

Properties
Charge ... -1
Energy relative to the best compared isomer or geometry (same formula, charge and spin) ... 365.56 kJ/mol

> Number 3 is which compound?

C10H11Cl3GeO2PdS4Sb